No. 1
An isolated molecule of C5H7FN2 at a distorted geometry, computed with ωB97M-V/def2-TZVPD.

The charge is 0.

Positions of all 15 atoms, in Å:
1 N -1.729 0.317 1.400
2 N -0.738 0.196 0.399
3 C 0.561 0.702 0.741
4 C 1.341 0.977 -0.444
5 C 1.291 0.050 -1.441
6 C 0.365 -1.089 -1.270
7 C -0.673 -0.908 -0.426
8 F -1.770 -1.653 -0.334
9 H -1.421 -0.117 2.243
10 H -2.590 -0.125 1.091
11 H 1.038 -0.035 1.358
12 H 0.327 1.544 1.420
13 H 1.683 1.989 -0.482
14 H 1.980 0.120 -2.336
15 H 0.336 -1.968 -1.921

=====

No. 2
A structure of composition C44H71F2N3O6PTl at a distorted geometry, computed with ωB97M-V/def2-TZVPD.

The charge is -2.

Positions of all 128 atoms, in Å:
1 Tl 0.655 -0.460 0.573
2 C 0.325 -4.648 -1.881
3 C 1.103 -4.143 -0.715
4 C 2.443 -4.918 -0.530
5 C 0.338 -4.176 0.590
6 C -0.875 -4.883 0.662
7 C -1.621 -4.933 1.827
8 C -1.203 -4.241 2.919
9 C 0.000 -3.563 2.911
10 C 0.364 -2.695 4.120
11 C -0.638 -1.586 4.198
12 C 0.458 -3.501 5.419
13 C 0.742 -3.487 1.730
14 N 1.802 -2.614 1.622
15 C 2.914 -2.591 2.305
16 C 3.289 -3.643 3.260
17 C 4.516 -3.579 3.976
18 C 5.395 -2.467 3.845
19 C 5.083 -1.553 2.799
20 C 3.867 -1.555 2.150
21 F 3.533 -0.544 1.274
22 H 0.954 -4.400 -2.745
23 H -0.581 -4.049 -2.035
24 H 0.172 -5.715 -1.921
25 H 1.338 -3.044 -0.897
26 H 2.288 -5.974 -0.563
27 H 2.934 -4.664 0.405
28 H 3.205 -4.749 -1.365
29 H -1.277 -5.346 -0.218
30 H -2.555 -5.463 1.868
31 H -1.851 -4.351 3.788
32 H 1.315 -2.240 3.961
33 H -1.652 -2.033 4.235
34 H -0.546 -0.833 3.377
35 H -0.494 -0.944 5.084
36 H -0.524 -3.965 5.665
37 H 0.684 -2.840 6.303
38 H 1.197 -4.305 5.381
39 H 2.560 -4.470 3.433
40 H 4.757 -4.269 4.762
41 H 6.290 -2.300 4.431
42 H 5.791 -0.752 2.607
43 O -1.750 2.100 1.515
44 H -0.940 1.775 1.954
45 H -1.906 1.434 0.824
46 O 0.840 -1.099 -3.421
47 H -0.080 -1.421 -3.615
48 H 1.015 -1.450 -2.558
49 O -2.099 -1.760 -3.774
50 H -2.374 -2.641 -3.571
51 H -2.596 -1.326 -3.030
52 F 0.541 0.890 2.378
53 C -2.467 2.934 -3.777
54 C -2.639 3.767 -2.513
55 C -1.589 3.300 -1.526
56 C -0.215 2.838 -2.096
57 C -0.478 1.552 -2.939
58 C -1.943 1.561 -3.408
59 P 1.065 2.389 -0.764
60 C 2.526 2.175 -1.875
61 C 3.707 1.855 -1.018
62 C 4.863 1.229 -1.834
63 C 4.908 1.856 -3.266
64 C 4.304 3.297 -3.284
65 C 2.810 3.250 -2.914
66 C 1.097 3.894 0.321
67 C 1.470 5.276 -0.231
68 C 2.990 5.507 -0.149
69 C 3.450 5.274 1.295
70 C 3.176 3.869 1.847
71 C 1.669 3.628 1.725
72 H -1.774 3.490 -4.448
73 H -3.385 2.747 -4.275
74 H -3.631 3.538 -2.148
75 H -2.555 4.798 -2.659
76 H -1.985 2.495 -1.011
77 H -1.412 4.018 -0.742
78 H 0.190 3.669 -2.696
79 H -0.267 0.580 -2.453
80 H 0.180 1.414 -3.804
81 H -2.620 1.221 -2.589
82 H -2.071 0.804 -4.200
83 H 2.269 1.219 -2.367
84 H 3.428 1.244 -0.230
85 H 4.167 2.684 -0.490
86 H 4.739 0.124 -1.909
87 H 5.804 1.446 -1.302
88 H 4.324 1.256 -4.020
89 H 5.962 1.902 -3.680
90 H 4.407 3.750 -4.285
91 H 4.898 3.967 -2.694
92 H 2.307 2.905 -3.891
93 H 2.353 4.212 -2.635
94 H -0.006 3.928 0.428
95 H 0.988 6.112 0.311
96 H 1.242 5.351 -1.268
97 H 3.327 6.531 -0.379
98 H 3.482 4.812 -0.822
99 H 2.888 5.982 1.997
100 H 4.517 5.433 1.348
101 H 3.491 3.855 2.891
102 H 3.821 3.097 1.401
103 H 1.133 4.226 2.437
104 H 1.420 2.605 2.017
105 C -6.918 -0.353 -2.004
106 C -6.629 0.169 -0.544
107 C -5.375 -0.480 0.131
108 C -5.206 0.197 1.472
109 C -4.003 -0.352 2.260
110 C -5.784 -1.921 0.359
111 O -6.674 -2.215 1.140
112 N -5.188 -2.825 -0.442
113 C -4.094 -2.644 -1.290
114 O -3.756 -3.635 -1.945
115 N -3.599 -1.367 -1.371
116 C -4.153 -0.308 -0.745
117 O -3.744 0.851 -0.833
118 H -7.756 0.172 -2.433
119 H -7.114 -1.402 -2.002
120 H -6.023 -0.154 -2.568
121 H -7.502 0.072 0.118
122 H -6.380 1.229 -0.586
123 H -6.069 0.066 2.131
124 H -5.007 1.249 1.295
125 H -4.278 -1.139 2.968
126 H -3.548 0.449 2.873
127 H -3.238 -0.772 1.584
128 H -5.444 -3.772 -0.307

=====

Energy above the lowest of the compared OMol25 structures with the same formula, charge and spin? In order: 249.2 0.0 kJ/mol.
Gap between HOMO and LUMO? In order: 8.647 6.050 eV.